1.
Entry from the OMol25 dataset: 10 unconnected molecules or ions with the total composition C36H53Cl36N2O3S2Si (ωB97M-V/def2-TZVPD).

Geometry as XYZ:
```
133
Properties=species:S:1:pos:R:3:forces:R:3:lowdin_charge:R:1
C -1.09082 3.27265 4.97966 0.163 0.540 -2.108 -0.13
C -0.99796 3.70574 3.84898 -0.578 -0.444 1.483 -0.17
C -1.13374 4.09265 2.44256 0.665 -0.134 0.192 -0.12
C -0.86181 2.83445 1.56716 -0.830 1.411 0.422 -0.19
N 0.60932 2.52170 1.71179 -0.245 0.348 -0.033 0.20
C 1.27057 2.38829 0.36332 0.829 0.387 -0.637 -0.26
O 2.51668 1.78743 0.54785 -0.512 -0.385 0.184 0.05
C 0.41364 1.66065 -0.68912 0.846 -1.438 -1.481 -0.36
C 0.37420 0.11542 -0.47510 -1.018 0.439 0.083 -0.09
C -0.66586 -0.38136 0.56315 1.137 -0.202 0.459 -0.18
C 0.07344 -0.77055 1.89267 -0.831 0.539 -0.943 -0.48
S -0.05013 -2.51868 2.38009 0.444 0.353 0.296 0.82
C 0.14804 -3.59829 0.91023 0.159 0.698 -0.662 -1.07
S -1.22023 -3.97787 0.11769 -0.037 -0.267 0.242 0.77
N 1.42919 -4.06657 0.56234 -1.498 0.315 -0.696 -0.31
C 2.30434 -2.99804 0.02457 0.885 0.719 1.475 -0.18
C 3.19006 -2.35742 1.14555 0.424 -0.038 -0.885 -0.08
C 1.40273 -5.27863 -0.25951 0.111 -0.770 -0.910 -0.28
C 1.23296 -5.05633 -1.78816 0.986 0.085 -0.077 -0.11
C 1.17009 1.86473 -2.06144 0.274 0.721 0.563 -0.07
C 0.49228 2.88837 -2.98278 0.147 0.245 0.208 -0.25
O -0.64862 2.40275 -3.65798 0.892 -0.376 -0.257 -0.21
Si -0.36268 1.44252 -5.03248 -0.989 -0.598 -0.322 0.48
C 1.43366 0.91320 -5.27750 0.043 0.146 -0.064 -0.19
C -1.03463 2.35877 -6.54438 0.210 -0.221 0.686 -0.15
C -1.41111 -0.12334 -4.78610 -0.186 0.818 0.658 -0.15
O -0.90221 2.17249 -0.82690 0.510 0.009 1.085 -0.04
C -1.27557 3.15666 0.12542 -0.762 -0.319 0.042 -0.27
C -2.82404 3.18980 0.10968 0.413 -0.268 -0.823 -0.12
C -3.41085 4.23049 -0.85771 -0.407 -0.444 1.000 -0.17
C -4.92519 3.96786 -0.96847 0.150 0.528 -0.966 -0.24
C -5.26164 2.66181 -1.73810 -0.351 0.501 0.544 -0.20
C -5.77292 1.51661 -0.86052 -0.096 -1.066 -0.343 -0.22
C -6.24704 0.29786 -1.69042 0.298 -0.285 -0.220 -0.25
C -5.14932 -0.26797 -2.62980 0.080 -0.168 -0.086 -0.10
H -1.09182 2.74758 5.90201 -0.449 0.375 0.290 0.00
H -2.12890 4.50857 2.27356 0.105 -0.120 -0.083 0.13
H -0.40470 4.87689 2.18187 -0.212 -0.058 -0.010 0.14
H -1.48276 2.04804 2.00305 0.468 -0.285 -0.329 0.16
H 1.05151 3.31930 2.17895 -0.045 -0.153 0.122 0.17
H 0.80240 1.72291 2.32973 -0.117 -0.207 -0.362 0.16
H 1.46654 3.39987 -0.02605 -0.589 0.048 0.399 0.18
H 3.14258 2.43455 0.89604 0.087 -0.076 -0.139 0.13
H 1.39839 -0.20678 -0.25362 -0.233 -0.006 0.108 0.10
H 0.11592 -0.35107 -1.43329 0.030 0.376 0.046 0.12
H -1.43175 0.36104 0.80247 0.114 -0.032 -0.387 0.09
H -1.19834 -1.22698 0.11981 0.080 0.027 0.351 0.07
H 1.10392 -0.39186 1.82509 -0.004 -0.507 0.149 0.04
H -0.40042 -0.21097 2.71646 0.071 -0.550 0.120 0.06
H 3.01582 -3.37856 -0.71008 -0.527 -0.472 -0.006 0.12
H 1.69559 -2.23234 -0.47028 0.115 -0.242 -0.054 0.09
H 4.22975 -2.34127 0.78790 -0.206 0.117 0.071 0.06
H 2.93081 -1.31445 1.35279 -0.097 -0.255 0.235 0.05
H 3.21141 -2.97232 2.04239 -0.267 0.254 0.024 0.01
H 0.62528 -5.97234 0.07079 0.024 0.448 0.323 0.09
H 2.34510 -5.82179 -0.10234 -0.067 0.337 0.138 0.12
H 0.91069 -4.04384 -2.04891 -0.246 -0.259 0.135 0.06
H 2.22408 -5.17802 -2.25018 -0.252 0.064 -0.044 0.07
H 0.58695 -5.79362 -2.26917 -0.124 0.188 0.270 0.08
H 1.33903 0.89190 -2.52827 -0.167 0.233 -0.148 0.11
H 2.17398 2.26471 -1.84190 -0.149 -0.175 -0.132 0.13
H 0.21537 3.75810 -2.36346 -0.182 -0.176 -0.211 0.12
H 1.23066 3.28374 -3.69810 -0.049 -0.183 0.154 0.12
H 1.57712 -0.13702 -4.99242 -0.065 0.226 0.068 0.03
H 2.18192 1.51258 -4.74988 -0.104 -0.077 -0.099 -0.01
H 1.68707 0.97382 -6.34552 -0.098 0.025 0.189 0.03
H -1.58616 3.24906 -6.22498 0.181 -0.029 -0.183 0.03
H -0.19459 2.62089 -7.19503 -0.363 0.110 -0.131 0.03
H -1.74179 1.69082 -7.04745 0.236 0.179 -0.171 0.03
H -0.86066 -0.92657 -4.28263 -0.086 -0.040 -0.364 0.02
H -2.21089 0.16802 -4.08299 0.111 -0.095 -0.197 0.02
H -1.91853 -0.44483 -5.69959 0.328 -0.228 0.097 0.03
H -0.85714 4.12774 -0.19727 -0.079 -0.080 0.291 0.16
H -3.25088 3.24702 1.11787 0.003 0.270 -0.211 0.12
H -3.11624 2.20272 -0.27534 0.150 0.116 0.194 0.12
H -3.22304 5.23829 -0.45915 -0.019 -0.100 -0.237 0.11
H -2.92426 4.12028 -1.83547 -0.093 0.109 0.143 0.12
H -5.41628 4.03137 0.00876 0.236 -0.221 -0.062 0.07
H -5.35384 4.79372 -1.55103 0.073 -0.074 0.198 0.07
H -6.06361 2.89523 -2.45199 0.187 -0.106 0.034 0.12
H -4.37757 2.39866 -2.33219 -0.217 -0.194 0.109 0.10
H -6.62513 1.83138 -0.24368 0.265 0.215 -0.050 0.10
H -5.00912 1.11274 -0.17646 -0.022 0.419 -0.035 0.10
H -7.15491 0.53588 -2.25980 0.246 0.172 0.041 0.10
H -6.53648 -0.52673 -1.02688 -0.067 0.348 0.094 0.10
H -4.27204 0.38485 -2.70444 -0.200 -0.042 0.025 0.04
H -4.77526 -1.23850 -2.27987 -0.110 0.195 0.027 0.07
H -5.50561 -0.43617 -3.65238 -0.010 0.105 0.192 0.07
C 2.52147 1.05549 5.81562 0.094 -0.200 0.333 -2.00
Cl 3.09751 1.22948 7.47188 -0.032 0.014 -0.148 0.57
Cl 3.72350 1.72271 4.69466 -0.073 0.018 -0.044 0.52
Cl 2.25752 -0.65027 5.44944 -0.113 0.099 -0.073 0.50
Cl 0.98889 1.93454 5.61854 1.253 -0.583 -0.074 0.62
C 2.27662 -5.33126 4.64742 -0.157 -0.192 0.036 -1.95
Cl 3.90460 -6.01542 4.56425 -0.294 -0.061 0.172 0.50
Cl 2.29041 -3.90073 5.69752 0.132 -0.028 -0.203 0.47
Cl 1.75742 -4.85621 3.02386 0.644 -0.793 0.734 0.63
Cl 1.16167 -6.54132 5.30439 0.125 0.047 -0.179 0.53
C 6.51318 -2.52759 3.58783 0.067 -0.062 0.010 -2.03
Cl 7.83432 -2.50375 4.75782 -0.080 0.007 -0.060 0.55
Cl 6.96228 -1.56367 2.17008 -0.016 -0.010 0.033 0.52
Cl 6.18155 -4.18919 3.09354 0.177 0.150 -0.138 0.51
Cl 5.05274 -1.85193 4.32037 0.083 0.035 -0.024 0.49
C 4.91850 -10.16803 3.69359 -0.037 -0.059 0.039 -2.06
Cl 5.72152 -11.50141 2.85867 -0.035 0.070 0.031 0.53
Cl 5.66095 -8.63594 3.20896 0.083 -0.063 -0.053 0.49
Cl 3.20278 -10.14724 3.26462 0.052 0.025 0.017 0.52
Cl 5.08740 -10.37492 5.44017 -0.010 0.027 -0.068 0.53
C -5.00501 4.96767 6.18057 -0.182 0.023 0.028 -2.03
Cl -4.94250 4.60095 7.90634 0.025 0.009 -0.099 0.54
Cl -3.53854 4.34345 5.39340 -0.510 0.256 0.176 0.59
Cl -6.42810 4.20351 5.46154 0.075 0.033 0.008 0.52
Cl -5.09355 6.71760 5.94770 0.020 -0.072 -0.018 0.53
C 5.36909 0.48354 -6.15344 -0.067 -0.040 -0.105 -2.03
Cl 4.84267 -0.69386 -7.35602 -0.560 0.294 0.517 0.50
Cl 4.70223 0.05017 -4.56926 0.137 -0.022 0.047 0.53
Cl 7.13509 0.49080 -6.06355 -0.066 0.007 0.014 0.53
Cl 4.79696 2.09404 -6.61209 0.029 -0.036 0.034 0.53
C -7.77786 6.50892 0.64696 -0.079 0.027 0.046 -2.04
Cl -7.24540 6.60534 2.33230 0.017 -0.028 -0.051 0.51
Cl -6.54199 7.22078 -0.40120 -0.031 -0.009 0.037 0.54
Cl -8.02550 4.81053 0.21005 -0.128 0.099 0.021 0.55
Cl -9.29203 7.39348 0.45324 0.084 -0.051 0.009 0.54
C -0.38355 -4.63666 8.59978 0.038 -0.066 0.065 -2.04
Cl 1.24799 -5.31868 8.49589 -0.230 0.045 0.270 0.50
Cl -0.35848 -3.21924 9.65922 0.011 -0.028 -0.036 0.52
Cl -0.94763 -4.15357 6.99341 -0.027 0.005 0.072 0.50
Cl -1.48426 -5.84878 9.26289 0.044 0.046 -0.028 0.54
C 7.01725 -2.63584 -10.23397 0.119 0.002 -0.051 -2.04
Cl 8.41976 -2.65108 -11.30924 -0.077 -0.006 0.041 0.53
Cl 6.83843 -4.22243 -9.47376 -0.005 0.058 -0.016 0.52
Cl 7.23829 -1.40716 -8.98096 0.553 -0.274 -0.472 0.47
Cl 5.56124 -2.26200 -11.16729 0.029 -0.004 0.044 0.52
```
Forces are in eV/Å.

- Gap between HOMO and LUMO: 0.2675 hartree
- Total charge: +1
- Max |F|: 2.23 eV/Å

2.
Entry from the OMol25 dataset: 7 unconnected molecules or ions with the total composition C36H54BrIN7O5P2 (ωB97M-V/def2-TZVPD).

Geometry as XYZ:
```
106
Properties=species:S:1:pos:R:3:forces:R:3:lowdin_charge:R:1
C -2.52590 1.91372 -2.43538 1.804 -2.037 -1.456 -0.05
C -1.54943 0.92472 -2.86750 -2.648 2.545 1.211 -0.11
C -1.01066 -0.33313 -2.00485 0.353 0.456 -4.166 -0.54
P 0.05931 0.20841 -0.49115 2.069 -1.553 0.079 0.65
O 1.50669 0.98101 -1.09389 -1.239 -0.812 1.220 -0.40
Br -1.02448 1.76716 0.76924 -0.008 0.237 -0.547 0.25
O -0.02293 -0.93622 -2.92910 -1.699 1.095 1.640 -0.42
P 0.03705 -2.70637 -2.84986 -1.030 1.688 -0.669 0.32
I 0.03612 -5.21113 -2.85092 0.247 -1.773 0.746 0.50
C -0.49271 -2.92123 -4.70752 -0.325 0.533 -2.003 -0.44
N -2.00949 -2.91790 -4.88229 0.127 -0.535 -2.284 -0.09
C 1.88565 -2.45065 -3.18856 1.744 -0.936 -0.661 -0.33
C 2.92745 -3.33572 -2.33861 1.925 0.253 0.131 -0.45
C 2.56446 -3.58171 -0.77822 0.857 0.033 -0.317 -0.15
C 4.33789 -2.46928 -2.31698 -1.151 0.614 0.897 -0.12
O -1.70688 -2.80917 -2.54260 -0.144 3.702 2.698 -0.47
C -2.03182 -1.61191 -1.74167 -1.332 -0.630 1.811 -0.31
C -3.61508 -1.22101 -1.84830 0.950 -0.190 -0.183 -0.13
C -4.56275 -2.49708 -1.53208 -0.370 0.390 0.643 -0.08
C -5.18887 -2.46236 -0.01975 -4.070 -1.301 0.843 -0.31
O -6.40050 -2.83434 0.27368 6.711 2.022 -1.576 0.00
O -4.29359 -1.99695 1.05600 -1.041 -2.554 -1.667 -0.04
H -2.99003 1.98148 -1.37908 0.874 -0.423 -2.015 0.02
H -2.94085 2.67105 -3.22878 1.128 -1.436 1.706 0.06
H -1.08999 1.08705 -3.92974 -0.926 -0.754 2.157 0.11
H 2.23000 0.73175 -0.44074 -1.487 0.333 -1.125 0.05
H 0.07205 -2.54631 -1.39460 0.879 -0.728 -0.575 0.03
H -0.11029 -2.00153 -5.31510 -0.406 -1.584 1.004 0.09
H -0.09963 -3.91458 -5.15036 -0.091 1.959 0.647 0.01
H -2.26193 -2.50498 -5.81810 0.669 -0.568 1.098 0.06
H -2.35618 -3.90874 -4.96288 0.587 1.302 0.442 0.06
H 2.12397 -1.33421 -3.00046 -0.432 -1.849 -0.059 0.07
H 2.09127 -2.64958 -4.32823 -0.347 0.323 2.037 0.10
H 3.22745 -4.35683 -2.83574 -1.063 1.898 0.815 0.11
H 3.57543 -3.64854 -0.20434 -1.660 0.121 -0.877 0.07
H 2.02081 -4.58503 -0.59869 0.529 1.961 -0.309 0.04
H 2.00439 -2.64873 -0.39325 0.695 -1.713 -0.397 0.06
H 4.14519 -1.60017 -1.54820 0.454 -1.440 -1.431 0.08
H 5.22406 -3.07074 -1.88643 -1.291 0.886 -0.980 0.06
H 4.53470 -1.96025 -3.33412 -0.028 -1.053 1.519 0.06
H -1.89276 -1.89435 -0.62751 -0.059 0.422 -1.426 0.12
H -3.85677 -0.39591 -1.05198 0.570 -1.357 -1.697 0.12
H -3.76510 -0.82755 -2.93896 -0.075 -0.757 2.155 0.13
H -4.00394 -3.51926 -1.63059 -0.908 1.960 0.072 0.14
H -5.45647 -2.45197 -2.26013 1.361 -0.392 1.368 0.12
H -4.01797 -2.85835 1.50016 -0.567 1.512 -0.581 0.11
N -3.21427 3.02338 3.23801 -0.081 0.132 0.144 0.01
C -4.44599 3.58747 3.03639 -0.038 -0.081 -0.040 -0.16
C -5.12580 3.56214 4.23178 -0.066 0.128 -0.280 -0.12
C -4.27065 2.96627 5.19051 0.281 -0.099 0.121 -0.11
C -3.09660 2.64635 4.54960 0.029 -0.018 -0.010 -0.13
H -2.50332 2.90473 2.53029 -0.230 -0.008 0.182 0.02
H -4.73272 3.95607 2.06190 0.019 -0.072 0.127 0.10
H -6.12781 3.93320 4.39681 0.126 -0.043 -0.043 0.09
H -4.48847 2.79070 6.23489 0.046 0.003 -0.139 0.09
H -2.19054 2.18288 4.91292 -0.151 0.040 -0.021 0.09
N -1.14694 -1.74196 4.21615 -0.043 -0.080 0.031 0.01
C -0.86089 -2.27054 5.44717 0.000 0.035 0.061 -0.15
C -1.91002 -3.07984 5.81598 0.292 0.072 0.142 -0.12
C -2.86049 -3.04242 4.76671 -0.079 0.088 -0.285 -0.11
C -2.36157 -2.21106 3.79141 -0.027 0.012 -0.042 -0.13
H -0.55468 -1.10652 3.70161 -0.170 -0.194 0.061 0.14
H 0.06128 -2.02489 5.95414 -0.130 -0.048 -0.043 0.10
H -1.98340 -3.63782 6.73912 0.027 0.074 -0.116 0.09
H -3.80566 -3.56610 4.72773 0.111 0.086 -0.006 0.09
H -2.76585 -1.91272 2.83486 0.091 0.095 0.210 0.09
N 2.74226 -0.06356 -5.59613 0.044 0.088 -0.236 0.02
C 1.88087 0.55946 -6.45918 0.048 0.015 0.091 -0.14
C 2.41222 0.47499 -7.72517 -0.258 0.129 0.083 -0.12
C 3.63586 -0.22991 -7.62235 0.242 -0.154 0.110 -0.13
C 3.81250 -0.55248 -6.29696 -0.032 0.054 0.080 -0.15
H 2.60864 -0.15014 -4.59862 -0.093 -0.073 -0.218 0.12
H 0.96683 1.00962 -6.09928 0.117 -0.079 -0.051 0.10
H 1.96719 0.87579 -8.62534 0.034 -0.058 0.120 0.08
H 4.31348 -0.47573 -8.42831 -0.080 0.011 0.109 0.08
H 4.60653 -1.08551 -5.79370 -0.103 0.057 -0.085 0.10
N 2.21651 3.47343 7.26783 -0.029 -0.004 0.033 -0.01
C 1.62287 4.36178 6.41005 -0.027 0.046 -0.088 -0.14
C 0.66740 3.68326 5.69059 0.117 0.337 0.019 -0.11
C 0.68104 2.33859 6.13427 0.127 -0.223 0.199 -0.12
C 1.64476 2.23844 7.11001 -0.009 -0.096 -0.023 -0.14
H 2.95835 3.69441 7.91532 -0.236 -0.071 -0.196 0.14
H 1.93167 5.39697 6.38449 -0.059 -0.140 -0.030 0.10
H 0.02845 4.10938 4.92958 0.073 -0.049 0.106 0.09
H 0.05457 1.53165 5.77994 0.087 0.077 0.074 0.08
H 1.97280 1.39670 7.70300 -0.066 0.094 -0.105 0.10
N -3.47989 8.22097 2.79989 -0.094 0.002 -0.039 0.00
C -4.07259 9.10965 1.94181 -0.008 0.096 -0.078 -0.15
C -5.02786 8.43146 1.22163 0.109 0.330 0.029 -0.12
C -5.01489 7.08646 1.66542 0.137 -0.229 0.217 -0.11
C -4.05175 6.98614 2.64180 0.079 -0.075 0.041 -0.14
H -2.73840 8.44163 3.44792 -0.233 -0.091 -0.189 0.15
H -3.76340 10.14477 1.91652 -0.060 -0.134 -0.033 0.10
H -5.66610 8.85791 0.46026 0.092 -0.039 0.101 0.09
H -5.64132 6.27975 1.31077 0.084 0.103 0.063 0.09
H -3.72429 6.14431 3.23509 -0.103 0.078 -0.093 0.09
N 8.11882 -4.12825 -1.84843 0.041 0.041 0.085 0.00
C 7.78319 -4.47231 -0.56543 -0.003 -0.069 0.031 -0.15
C 8.51573 -3.68446 0.29121 -0.226 -0.239 0.024 -0.12
C 9.31800 -2.83010 -0.50354 0.111 0.111 -0.293 -0.12
C 9.05029 -3.12402 -1.81998 0.057 0.010 -0.033 -0.15
H 7.73862 -4.54813 -2.68387 0.055 0.154 0.249 0.15
H 7.05502 -5.24717 -0.37302 0.089 0.122 0.003 0.11
H 8.47647 -3.71936 1.37104 -0.022 -0.001 -0.148 0.09
H 10.01460 -2.08148 -0.15243 -0.099 -0.087 -0.065 0.09
H 9.44243 -2.70688 -2.73647 -0.045 -0.033 0.145 0.10
```
Forces are in eV/Å.

- Gap between HOMO and LUMO: 0.2596 hartree
- Total charge: -1
- Max |F|: 7.18 eV/Å

| no. | M (g/mol) |
| --- | --- |
| 1 | 1930.36 |
| 2 | 933.63 |